Formula: C22H24N4O6
Source: the OMol25 dataset
Level of theory: wB97M-V/def2-TZVPD

```
56
Properties=species:S:1:pos:R:3:forces:R:3
N -2.385 -1.870 6.722 -0.005 -0.121 0.251
C -2.361 -1.453 5.655 -0.086 -0.282 0.546
C -2.309 -0.899 4.354 0.284 0.985 -1.035
N -2.868 -1.564 3.343 -0.050 -0.236 0.413
C -2.769 -1.053 2.139 0.136 0.273 -0.106
C -2.076 0.147 1.884 -0.224 -0.213 0.591
C -1.814 0.646 0.541 0.049 0.239 -0.625
C -2.576 0.285 -0.566 0.132 0.015 0.305
C -2.200 0.724 -1.820 0.230 0.142 -0.184
C -1.065 1.502 -2.005 -0.047 -0.018 0.113
C -0.307 1.896 -0.883 -0.148 0.058 -0.159
C -0.702 1.473 0.373 -0.037 -0.052 -0.078
O 0.786 2.681 -1.117 -0.250 -0.377 -0.209
C 1.336 3.438 -0.055 0.513 0.052 0.463
C 2.525 2.777 0.665 -0.294 0.215 -0.235
O 2.170 1.736 1.548 -0.188 0.106 0.132
C 2.320 0.432 1.024 0.023 -0.327 0.065
C 1.799 -0.574 2.065 0.207 0.197 -0.075
O 0.498 -1.063 1.824 -0.055 0.140 -0.044
C 0.407 -2.214 1.019 -0.017 -0.291 -0.331
C 0.667 -1.968 -0.471 -0.039 0.277 0.292
O 0.256 -3.115 -1.182 -0.096 -0.026 0.292
C 0.711 -3.148 -2.510 -0.140 0.238 -0.389
C 0.046 -2.131 -3.445 0.133 -0.337 0.189
O 0.556 -0.832 -3.216 0.099 0.079 0.131
C 0.351 0.047 -4.304 0.052 0.382 -0.011
C 0.454 1.497 -3.823 0.287 -0.692 -0.366
O -0.772 1.936 -3.272 -0.325 0.172 0.523
N -1.577 0.843 2.902 0.023 0.141 0.007
C -1.686 0.347 4.123 -0.658 -1.173 -0.553
C -1.152 1.093 5.207 0.244 0.317 0.365
N -0.727 1.668 6.101 0.126 0.183 0.244
H -3.232 -1.627 1.349 0.030 0.023 -0.162
H -3.463 -0.319 -0.457 -0.094 -0.080 0.004
H -2.785 0.469 -2.690 -0.032 -0.009 -0.113
H -0.139 1.733 1.255 0.120 0.047 -0.038
H 1.705 4.354 -0.528 -0.042 -0.056 0.130
H 0.564 3.700 0.675 0.020 0.033 -0.062
H 2.998 3.549 1.279 -0.003 0.002 -0.126
H 3.250 2.424 -0.078 0.001 0.049 0.022
H 3.386 0.244 0.823 -0.114 0.019 -0.019
H 1.763 0.328 0.088 0.058 -0.041 0.017
H 1.747 -0.047 3.023 0.130 -0.077 -0.064
H 2.499 -1.413 2.159 -0.037 0.018 0.011
H 1.090 -2.994 1.384 -0.086 0.023 0.015
H -0.618 -2.574 1.133 0.078 -0.073 -0.035
H 1.737 -1.792 -0.652 -0.052 0.067 -0.026
H 0.104 -1.086 -0.803 0.119 -0.016 0.061
H 0.475 -4.154 -2.867 0.073 0.084 -0.075
H 1.799 -2.994 -2.545 -0.062 -0.058 -0.030
H 0.257 -2.436 -4.479 -0.033 -0.024 0.040
H -1.042 -2.141 -3.287 0.054 -0.020 -0.058
H 1.105 -0.145 -5.082 -0.072 0.016 0.034
H -0.646 -0.107 -4.737 0.064 0.032 -0.020
H 0.637 2.153 -4.677 0.043 -0.068 0.076
H 1.271 1.590 -3.103 -0.039 0.041 -0.101
```
Forces are in eV/Å.

Summary:
Energy relative to the best compared isomer or geometry (same formula, charge and spin) ... 5.527 eV
Net charge ... 0
Spin multiplicity ... 1
SMILES string ... N#Cc1ncc(-c2ccc3c(c2)OCCOCCOCCOCCOCCO3)nc1C#N
Kohn-Sham gap ... 7.90 eV
E_HOMO ... -8.68 eV